Entry 1:
{"formula": "C32H44Cl60I2N3O", "method": "wB97M-V/def2-TZVPD", "species": ["C", "C", "C", "C", "C", "C", "N", "C", "N", "C", "O", "C", "N", "C", "I", "C", "C", "I", "H", "H", "H", "H", "H", "H", "H", "H", "H", "H", "H", "H", "H", "H", "H", "H", "H", "H", "H", "H", "H", "H", "H", "H", "C", "Cl", "Cl", "Cl", "H", "C", "Cl", "Cl", "Cl", "H", "C", "Cl", "Cl", "Cl", "H", "C", "Cl", "Cl", "Cl", "H", "C", "Cl", "Cl", "Cl", "H", "C", "Cl", "Cl", "Cl", "H", "C", "Cl", "Cl", "Cl", "H", "C", "Cl", "Cl", "Cl", "H", "C", "Cl", "Cl", "Cl", "H", "C", "Cl", "Cl", "Cl", "H", "C", "Cl", "Cl", "Cl", "H", "C", "Cl", "Cl", "Cl", "H", "C", "Cl", "Cl", "Cl", "H", "C", "Cl", "Cl", "Cl", "H", "C", "Cl", "Cl", "Cl", "H", "C", "Cl", "Cl", "Cl", "H", "C", "Cl", "Cl", "Cl", "H", "C", "Cl", "Cl", "Cl", "H", "C", "Cl", "Cl", "Cl", "H", "C", "Cl", "Cl", "Cl", "H"], "coordinates": [[0.74628, 7.34028, 4.11960], [0.89597, 6.53667, 5.41782], [0.06288, 5.25533, 5.47766], [0.72920, 4.13697, 6.25174], [0.02397, 2.80063, 6.08304], [0.19411, 2.10334, 4.72073], [0.99345, 0.87253, 4.86821], [2.27358, 0.70754, 4.69785], [2.91846, -0.45394, 5.09993], [4.18583, 0.07759, 5.65136], [3.91938, 0.48876, 6.95357], [4.47519, 1.20521, 4.65250], [3.14475, 1.59230, 4.18918], [2.91698, 2.18106, 2.87035], [2.91671, 4.32162, 2.88920], [3.80751, 1.58720, 1.78494], [3.11090, 1.67398, 0.44294], [5.71210, 2.60641, 1.63872], [0.25480, 8.28953, 4.30151], [0.13616, 6.81751, 3.38634], [1.70522, 7.55411, 3.66161], [0.62841, 7.18880, 6.24472], [1.94463, 6.29294, 5.57745], [-0.17456, 4.93835, 4.46145], [-0.89533, 5.48000, 5.94374], [1.78531, 4.04817, 5.99268], [0.68977, 4.38095, 7.31194], [0.33658, 2.10309, 6.85738], [-1.04085, 2.96583, 6.22973], [0.59601, 2.74141, 3.94484], [-0.78288, 1.77841, 4.38351], [0.48682, 0.05777, 5.18322], [2.40639, -0.86547, 5.88145], [4.94209, -0.70186, 5.58340], [4.73072, 0.81790, 7.36101], [5.00156, 2.02413, 5.13205], [5.10643, 0.79302, 3.87358], [1.90154, 1.94779, 2.57668], [4.11358, 0.57935, 2.03381], [3.19238, 2.67688, 0.03944], [3.62530, 1.01780, -0.25199], [2.06736, 1.38399, 0.52863], [0.28480, 1.62289, -2.19921], [-0.17925, 2.99162, -1.18577], [0.21146, 0.11186, -1.29561], [-0.72432, 1.54319, -3.63943], [1.30912, 1.77221, -2.51569], [2.56375, -3.38818, 0.65506], [2.95878, -4.34265, 2.07713], [0.87692, -3.58215, 0.20688], [2.91348, -1.66872, 0.92258], [3.18196, -3.72620, -0.16606], [1.19082, 0.36750, -6.72326], [2.24528, 1.34886, -7.72978], [0.65818, -1.07613, -7.58145], [1.99052, -0.06730, -5.20801], [0.31710, 0.95602, -6.47462], [-0.97610, -2.80640, -4.21793], [-0.41259, -4.10909, -5.25825], [-2.73743, -2.74906, -4.21357], [-0.35868, -2.98414, -2.57840], [-0.60366, -1.87146, -4.61939], [-2.95844, -4.68169, -8.39135], [-4.36366, -3.98468, -7.57707], [-1.61798, -3.54297, -8.38785], [-2.50994, -6.20652, -7.62370], [-3.22951, -4.88197, -9.41915], [1.06839, -8.40219, 0.36764], [1.12266, -9.66379, -0.85973], [2.59491, -8.30372, 1.24000], [0.65310, -6.84432, -0.35414], [0.29206, -8.65637, 1.07663], [-2.64832, -6.78714, -4.08663], [-1.98785, -6.69723, -2.44681], [-2.30376, -8.36086, -4.80435], [-4.37658, -6.45609, -4.08478], [-2.15918, -6.03050, -4.68413], [-0.92402, -11.07757, -7.53558], [-0.93021, -12.38297, -8.72209], [0.65632, -10.93313, -6.77229], [-1.40829, -9.55266, -8.27402], [-1.64569, -11.32275, -6.76802], [2.67362, 11.21871, 4.80840], [2.83723, 9.63651, 5.58420], [2.24489, 11.03678, 3.10810], [1.49926, 12.21261, 5.65922], [3.64009, 11.69976, 4.87648], [-4.65673, -7.79625, -0.09967], [-4.24921, -9.31368, 0.70273], [-5.95635, -8.01936, -1.26274], [-5.06640, -6.54959, 1.08099], [-3.78432, -7.46377, -0.64436], [-4.49657, -0.88105, -9.77732], [-4.37349, -2.22210, -10.92126], [-2.91063, -0.47278, -9.12973], [-5.25938, 0.51514, -10.53097], [-5.11976, -1.20336, -8.95385], [-2.57862, -15.54810, -9.95791], [-1.53303, -16.23794, -11.19709], [-4.27563, -15.85985, -10.31618], [-2.14933, -16.15523, -8.35958], [-2.43334, -14.47672, -9.95709], [4.03049, -10.93934, 4.41536], [3.93412, -9.24186, 4.89936], [2.58888, -11.41738, 3.52580], [5.48531, -11.23739, 3.46985], [4.08488, -11.53736, 5.31447], [-4.26260, 0.97022, -1.24840], [-3.99270, 2.60222, -1.86395], [-3.65508, -0.23203, -2.37540], [-3.54201, 0.77444, 0.35360], [-5.33125, 0.82199, -1.16668], [-7.78652, 0.26782, -4.29733], [-7.25432, 0.32620, -2.61509], [-7.44555, 1.78662, -5.11052], [-7.03619, -1.08634, -5.14526], [-8.85771, 0.11433, -4.30085], [6.44230, 13.56121, 6.03101], [5.70148, 11.95589, 6.10394], [7.83248, 13.56066, 4.95364], [5.25357, 14.76396, 5.54043], [6.78424, 13.80693, 7.02742], [6.01389, 10.48871, 10.18704], [5.44658, 12.09900, 10.62274], [5.16050, 9.89364, 8.76372], [7.75624, 10.48820, 9.91535], [5.80253, 9.82258, 11.01194], [-8.84822, 3.38120, -0.18686], [-9.84261, 1.96684, -0.52030], [-9.00783, 3.87326, 1.49812], [-7.15345, 3.09947, -0.59766], [-9.20255, 4.19238, -0.80789], [-10.48211, 2.35920, -8.23148], [-11.97570, 3.07914, -7.63976], [-9.15642, 3.52093, -8.17987], [-10.07717, 0.90562, -7.31748], [-10.63330, 2.07037, -9.26238], [9.17885, 4.44555, 3.67551], [8.28841, 5.68067, 4.55812], [8.89243, 2.84534, 4.36737], [8.75990, 4.46957, 1.96217], [10.23511, 4.66047, 3.76252]], "lumo_ha": -0.085, "charge": 1, "homo_ev": -11.4386, "largest_force_ev_per_a": 1.876, "e_tot_ha": -29691.83012}



Entry 2:
{"formula": "C35H64O18S2", "method": "wB97M-V/def2-TZVPD", "species": ["C", "C", "C", "O", "C", "O", "O", "H", "H", "H", "H", "H", "H", "C", "C", "C", "O", "C", "O", "O", "H", "H", "H", "H", "H", "H", "C", "C", "C", "O", "C", "O", "O", "H", "H", "H", "H", "H", "H", "O", "S", "O", "C", "C", "C", "C", "H", "H", "H", "H", "H", "H", "H", "H", "O", "S", "O", "C", "C", "C", "C", "H", "H", "H", "H", "H", "H", "H", "H", "C", "C", "C", "O", "H", "H", "H", "H", "H", "H", "C", "C", "C", "O", "H", "H", "H", "H", "H", "H", "C", "C", "C", "O", "H", "H", "H", "H", "H", "H", "C", "C", "C", "O", "H", "H", "H", "H", "H", "H", "C", "C", "C", "O", "H", "H", "H", "H", "H", "H"], "coordinates": [[-1.48808, 2.62184, -2.10095], [-2.41633, 2.28727, -3.26286], [-3.89180, 2.74115, -3.18211], [-4.14658, 3.13812, -4.49759], [-2.99465, 3.42077, -5.14082], [-3.00699, 3.98372, -6.19714], [-1.94606, 2.97583, -4.46662], [-1.91367, 3.30055, -1.36056], [-0.58432, 3.14166, -2.42586], [-1.15125, 1.70480, -1.61971], [-2.33010, 1.23794, -3.54371], [-4.03423, 3.49210, -2.39869], [-4.50137, 1.88658, -2.88130], [2.23899, 1.42557, 4.21771], [1.86669, 1.55553, 5.68635], [1.41816, 2.97617, 6.11496], [0.21812, 2.70028, 6.86633], [-0.04820, 1.40182, 6.91247], [-0.85933, 0.83238, 7.57470], [0.81082, 0.74265, 6.13474], [2.74639, 0.47716, 4.05908], [2.80488, 2.29416, 3.88077], [1.34080, 1.43088, 3.59140], [2.70859, 1.19301, 6.28586], [1.11253, 3.66342, 5.33150], [2.19245, 3.46176, 6.70477], [3.98350, 3.19057, -0.83403], [4.11389, 2.36159, -2.07407], [5.40351, 2.64534, -2.91999], [6.34043, 1.77937, -2.28794], [5.70630, 0.73395, -1.78432], [6.15377, -0.31119, -1.44442], [4.37160, 0.96649, -1.80534], [4.94960, 3.34984, -0.35899], [3.26006, 2.66748, -0.20613], [3.52233, 4.16140, -1.01803], [3.32576, 2.39752, -2.82288], [5.72867, 3.67844, -2.84057], [5.20296, 2.37654, -3.95499], [-1.65608, -7.11154, -0.48694], [-1.91683, -5.78817, -0.98994], [-0.89012, -4.88611, -1.47646], [-3.18826, -5.83508, -2.27466], [-4.53284, -5.37599, -1.66515], [-4.08445, -4.21771, -0.72897], [-3.04492, -4.86977, 0.17675], [-3.15536, -6.84942, -2.67549], [-2.95678, -5.15449, -3.09090], [-5.12516, -4.96835, -2.48156], [-5.03210, -6.19328, -1.15323], [-4.96480, -3.78335, -0.25655], [-3.57789, -3.39191, -1.23660], [-3.57645, -5.71174, 0.63300], [-2.54918, -4.33572, 0.98286], [-1.07814, 0.38489, 0.55376], [0.08953, -0.42515, 0.88870], [0.33743, -0.85890, 2.25374], [0.14624, -1.88259, -0.26771], [0.86085, -1.33937, -1.49784], [2.06393, -0.57396, -0.97166], [1.55459, 0.33762, 0.13018], [-0.89735, -2.14885, -0.39795], [0.76802, -2.57888, 0.29230], [1.16955, -2.14213, -2.16716], [0.24565, -0.63620, -2.06726], [2.53823, 0.02515, -1.74843], [2.76841, -1.32750, -0.61031], [1.14816, 1.24651, -0.31603], [2.39538, 0.51928, 0.79872], [1.36718, 0.80461, -6.18853], [0.66138, -0.22434, -5.33036], [1.05060, -1.68976, -5.31819], [-0.33921, 0.10947, -4.72560], [2.01326, 0.23027, -6.85931], [2.00644, 1.45141, -5.59499], [0.61617, 1.27138, -6.81958], [1.42615, -2.07394, -4.37553], [1.89957, -1.77501, -6.00534], [0.22110, -2.21542, -5.78521], [0.77084, 3.96938, 1.09693], [0.69232, 4.62668, 2.44032], [-0.55855, 4.42088, 3.24995], [1.55200, 5.36975, 2.87103], [-0.00497, 3.23799, 0.88069], [1.80888, 3.63300, 1.12336], [0.56777, 4.75647, 0.36441], [-0.86451, 5.40429, 3.60172], [-0.36199, 3.61503, 3.94989], [-1.33077, 4.14334, 2.52608], [4.49549, -2.65082, -1.16285], [3.66066, -3.90413, -1.40622], [2.91302, -4.51940, -0.24226], [3.66974, -4.43084, -2.49557], [4.43977, -2.34245, -0.11569], [4.17470, -1.84712, -1.81942], [5.56578, -2.77970, -1.31261], [2.11507, -5.17736, -0.57741], [2.41465, -3.64202, 0.19300], [3.54587, -4.99785, 0.50035], [-0.54975, -3.81300, 5.62051], [-1.71740, -3.26940, 4.81572], [-1.94946, -1.76513, 4.79052], [-2.41840, -3.97921, 4.12992], [0.00280, -4.45584, 4.92920], [-0.86058, -4.51321, 6.39410], [0.07811, -2.99248, 5.95248], [-1.02056, -1.27097, 5.08863], [-2.72813, -1.38964, 5.45330], [-2.13848, -1.37923, 3.78954], [-4.94035, 1.30638, 1.05489], [-4.12574, 2.54920, 0.94332], [-4.79535, 3.89533, 0.66019], [-2.91779, 2.50480, 1.02101], [-4.20978, 0.55203, 1.33924], [-5.28062, 1.10492, 0.02831], [-5.89362, 1.43243, 1.56387], [-4.84355, 4.49556, 1.56308], [-5.77152, 3.65892, 0.23322], [-4.17535, 4.34299, -0.11438]], "lumo_ha": 0.002, "charge": 0, "homo_ev": -9.3052, "largest_force_ev_per_a": 2.701, "e_tot_ha": -3522.64224}



Listing frontier orbital gap for the structures above in their given order: 9.1, 9.4 eV.